12
Properties=species:S:1:pos:R:3 method="wB97M-V/def2-TZVPD" e_lumo_ev=0.607 molar_mass_g_mol=102.16 e_homo_ha=-0.3617 e_tot_ha=-629.4096 multiplicity=1
C -1.95 -0.17 0.05
C -0.45 -0.16 0.14
C 0.45 0.73 -0.28
C 1.91 0.65 -0.02
O 2.52 1.63 0.24
S 2.75 -0.91 -0.05
H -2.41 -0.19 1.04
H -2.33 -1.10 -0.44
H -2.32 0.75 -0.50
H -0.02 -1.03 0.62
H 0.14 1.58 -0.89
H 1.71 -1.79 0.09